20
Properties=species:S:1:pos:R:3 method="wB97M-V/def2-TZVPD" total_energy_ev=-10509.0728 e_homo_ev=-9.27 lumo_ev=0.63 multiplicity=1 de_lowest_kj_mol=312.05 smiles="C=C(C)C.O=CCO" gap_ev=9.89
C 1.175 0.007 -0.037
C -2.135 0.549 -0.095
C 0.938 -1.048 -0.878
C 1.106 -0.180 1.441
C 1.789 1.273 -0.542
C -1.327 -0.846 -0.576
O -2.915 0.230 1.002
O -1.691 -1.839 0.051
H -2.798 -0.739 1.131
H -1.492 1.408 0.116
H -2.755 0.790 -0.969
H 0.924 -2.063 -0.507
H 1.153 -0.943 -1.933
H -1.162 -0.690 -1.649
H 2.103 -0.415 1.821
H 1.359 2.149 -0.056
H 2.860 1.262 -0.320
H 0.746 0.722 1.935
H 0.430 -0.999 1.687
H 1.692 1.371 -1.622